95
Properties=species:S:1:pos:R:3:lowdin_charge:R:1 method="wB97M-V/def2-TZVPD" e_above_lowest_kcal_mol=0.0 charge=0 smiles="O=C1OC[C@@H](F)O1.O=C1OC[C@@H](F)O1.O=C1OC[C@@H](F)O1.C[N+](=O)[O-].C[N+](=O)[O-].C[N+](=O)[O-].C[N+](=O)[O-].C[N+](=O)[O-].C[N+](=O)[O-].C[N+](=O)[O-].ClCCCl.ClCCCl" energy_ev=-137104.1299 e_homo_ha=-0.4047 e_lumo_ha=-0.0183 orbital_gap_ev=10.516
O 0.682 -2.049 -2.548 0.141
C 0.641 -3.240 -2.591 -0.543
O -0.433 -3.989 -2.860 0.087
C -0.129 -5.368 -2.544 -0.039
C 1.391 -5.359 -2.459 -0.300
F 1.893 -5.762 -3.691 0.042
O 1.714 -4.017 -2.295 0.113
H -0.642 -5.558 -1.604 0.101
H -0.469 -6.016 -3.345 0.143
H 1.882 -5.979 -1.717 0.162
O 2.247 7.098 -2.190 0.200
C 2.058 5.954 -1.983 -0.521
O 2.641 5.193 -1.046 0.087
C 2.258 3.840 -1.207 -0.055
C 1.001 3.965 -2.050 -0.304
F -0.098 4.076 -1.218 0.044
O 1.163 5.173 -2.710 0.132
H 3.070 3.253 -1.633 0.123
H 2.011 3.430 -0.228 0.117
H 0.825 3.127 -2.718 0.145
O -5.571 4.929 -0.810 0.187
C -4.627 4.236 -0.969 -0.534
O -4.266 3.231 -0.134 0.041
C -3.074 2.636 -0.601 -0.099
C -2.996 3.131 -2.034 -0.304
F -3.607 2.253 -2.901 0.052
O -3.738 4.315 -1.999 0.144
H -2.184 2.866 -0.015 0.103
H -3.114 1.545 -0.630 0.111
H -1.997 3.339 -2.401 0.142
C 2.587 0.505 -3.157 0.035
N 3.396 1.234 -4.177 -0.434
O 3.760 2.361 -3.893 0.060
O 3.597 0.686 -5.239 0.079
H 3.230 0.357 -2.296 0.089
H 2.330 -0.451 -3.598 0.084
H 1.683 1.053 -2.917 0.063
C -5.432 -1.765 0.574 0.029
N -3.978 -1.725 0.306 -0.412
O -3.466 -0.621 0.286 0.008
O -3.385 -2.772 0.132 0.076
H -5.843 -0.839 0.191 0.084
H -5.571 -1.795 1.652 0.091
H -5.916 -2.627 0.129 0.099
C -0.457 -0.939 0.272 0.032
N 0.529 0.160 0.151 -0.408
O 0.129 1.274 0.402 0.044
O 1.660 -0.113 -0.200 0.052
H -0.794 -1.120 1.284 0.093
H -0.066 -1.853 -0.162 0.076
H -1.245 -0.616 -0.400 0.053
C 4.654 -1.766 -0.097 0.058
N 4.012 -3.093 0.024 -0.433
O 4.356 -3.985 -0.720 0.077
O 3.146 -3.184 0.869 0.031
H 4.989 -1.467 0.890 0.106
H 3.845 -1.096 -0.392 0.069
H 5.429 -1.785 -0.851 0.099
C -0.827 -0.182 -4.334 0.071
N -1.364 0.062 -2.960 -0.405
O -2.337 -0.566 -2.622 0.089
O -0.768 0.853 -2.246 0.033
H -1.604 0.154 -5.015 0.110
H -0.672 -1.252 -4.417 0.091
H 0.094 0.375 -4.430 0.081
C 1.066 -0.151 5.474 0.050
N 1.753 -0.611 4.239 -0.438
O 2.741 -1.290 4.375 0.054
O 1.264 -0.288 3.164 0.028
H 0.355 -0.935 5.727 0.094
H 0.513 0.753 5.238 0.082
H 1.813 0.009 6.241 0.102
C 1.273 3.069 2.593 0.017
N 2.309 4.142 2.633 -0.445
O 2.050 5.182 2.068 0.080
O 3.345 3.891 3.219 0.058
H 0.407 3.468 2.081 0.065
H 0.996 2.856 3.624 0.089
H 1.723 2.200 2.131 0.075
Cl -2.442 2.965 2.925 0.615
C -2.627 1.198 3.103 -0.625
C -4.031 0.852 3.527 -0.628
Cl -5.267 1.217 2.285 0.609
H -1.942 0.916 3.900 0.062
H -2.334 0.740 2.162 0.041
H -4.305 1.488 4.366 0.061
H -4.147 -0.186 3.828 0.072
Cl 1.238 -4.018 4.975 0.578
C 1.337 -4.800 3.362 -0.626
C 0.483 -4.022 2.405 -0.669
Cl 0.421 -4.817 0.818 0.658
H 1.029 -5.828 3.526 0.068
H 2.382 -4.780 3.062 0.069
H 0.897 -3.023 2.267 0.043
H -0.533 -3.907 2.777 0.071

15
Properties=species:S:1:pos:R:3:lowdin_charge:R:1 method="wB97M-V/def2-TZVPD" e_above_lowest_kcal_mol=15.4 charge=+1 energy_ev=-16602.0152 e_homo_ha=-0.5302 e_lumo_ha=-0.1299 orbital_gap_ev=10.891
S 2.209 2.764 -0.890 0.613
H 2.239 2.251 -2.107 -0.184
H 0.962 3.184 -1.063 -0.178
C -1.151 -1.391 0.325 -0.204
O -2.474 -1.265 0.954 -0.033
C -0.421 -0.086 0.647 -0.132
N 0.924 -0.115 -0.005 0.157
H -1.281 -1.466 -0.774 0.132
H -0.557 -2.239 0.709 0.132
H -2.944 -2.060 0.780 0.077
H -0.972 0.770 0.261 0.142
H -0.313 0.035 1.690 0.127
H 0.826 -0.426 -0.955 0.150
H 1.531 -0.780 0.462 0.168
H 1.423 0.824 -0.032 0.033

12
Properties=species:S:1:pos:R:3:lowdin_charge:R:1 method="wB97M-V/def2-TZVPD" e_above_lowest_kcal_mol=117.6 charge=0 smiles="C=NS(=O)(=O)OC" energy_ev=-20618.4327 e_homo_ha=-0.3788 e_lumo_ha=-0.0037 orbital_gap_ev=10.206
C -2.594 1.060 -0.013 -0.031
N -1.424 0.942 0.417 -0.133
S -0.820 -0.593 0.330 0.786
O -1.907 -1.537 -0.729 -0.440
O -0.523 -1.247 1.564 -0.269
O 0.522 -0.245 -0.472 -0.312
C 1.730 -0.987 -0.304 -0.115
H -2.833 0.048 -0.504 0.070
H -3.261 1.932 0.188 0.109
H 2.573 -0.186 -0.189 0.122
H 1.953 -1.703 -1.162 0.105
H 1.814 -1.691 0.610 0.107

What did the second record say?
15
Properties=species:S:1:pos:R:3:lowdin_charge:R:1 method="wB97M-V/def2-TZVPD" e_above_lowest_kcal_mol=15.4 charge=+1 energy_ev=-16602.0152 e_homo_ha=-0.5302 e_lumo_ha=-0.1299 orbital_gap_ev=10.891
S 2.209 2.764 -0.890 0.613
H 2.239 2.251 -2.107 -0.184
H 0.962 3.184 -1.063 -0.178
C -1.151 -1.391 0.325 -0.204
O -2.474 -1.265 0.954 -0.033
C -0.421 -0.086 0.647 -0.132
N 0.924 -0.115 -0.005 0.157
H -1.281 -1.466 -0.774 0.132
H -0.557 -2.239 0.709 0.132
H -2.944 -2.060 0.780 0.077
H -0.972 0.770 0.261 0.142
H -0.313 0.035 1.690 0.127
H 0.826 -0.426 -0.955 0.150
H 1.531 -0.780 0.462 0.168
H 1.423 0.824 -0.032 0.033